A 14-piece molecular cluster, C26H86O32P6 overall at a distorted geometry, computed with ωB97M-V/def2-TZVPD.

Computed properties:
E_tot = -5498.385456 hartree
Frontier orbital gap = 10.2 eV
Lowest unoccupied orbital energy = 0.498 eV
Multiplicity = 1

Cartesian coordinates (Å):
1 C -22.537 15.947 -7.368
2 O -21.303 16.426 -6.736
3 P -20.834 16.118 -5.286
4 O -21.606 14.988 -4.713
5 O -19.320 16.059 -5.513
6 C -18.458 15.844 -4.354
7 O -20.861 17.510 -4.491
8 C -22.196 18.110 -4.197
9 H -23.319 16.404 -6.812
10 H -22.576 14.819 -7.342
11 H -22.561 16.331 -8.398
12 H -17.552 15.482 -4.838
13 H -18.979 15.189 -3.737
14 H -18.418 16.798 -3.879
15 H -22.145 18.482 -3.158
16 H -22.948 17.323 -4.272
17 H -22.282 18.896 -4.892
18 C -15.200 12.489 -0.324
19 O -15.522 13.858 -0.519
20 P -16.518 14.193 -1.688
21 O -16.197 13.601 -2.992
22 O -17.852 13.569 -1.073
23 C -18.739 12.834 -1.916
24 O -16.767 15.699 -1.666
25 C -16.739 16.568 -0.572
26 H -16.060 11.838 -0.335
27 H -14.679 12.411 0.631
28 H -14.466 12.145 -1.070
29 H -19.368 12.297 -1.275
30 H -18.177 12.402 -2.725
31 H -19.390 13.576 -2.393
32 H -15.948 16.377 0.183
33 H -17.729 16.554 -0.090
34 H -16.570 17.528 -1.024
35 C -27.601 15.867 -5.290
36 O -26.441 16.558 -5.794
37 P -26.211 18.002 -5.053
38 O -27.230 18.953 -5.353
39 O -26.103 17.677 -3.521
40 C -25.469 16.552 -2.939
41 O -24.811 18.461 -5.469
42 C -24.688 19.134 -6.772
43 H -28.503 16.126 -5.909
44 H -27.825 16.072 -4.195
45 H -27.479 14.785 -5.402
46 H -25.184 16.805 -1.925
47 H -24.551 16.295 -3.475
48 H -26.073 15.661 -2.997
49 H -23.701 19.544 -6.741
50 H -25.507 19.866 -6.907
51 H -24.712 18.427 -7.535
52 C -22.288 14.759 -1.250
53 O -21.576 14.467 -0.066
54 P -20.810 15.517 0.893
55 O -20.069 16.738 0.369
56 O -22.111 15.899 1.750
57 C -21.955 16.772 2.900
58 O -19.914 14.596 1.783
59 C -20.381 13.311 2.238
60 H -23.340 14.631 -0.965
61 H -22.061 14.140 -2.106
62 H -22.194 15.849 -1.503
63 H -21.335 16.291 3.663
64 H -22.960 16.782 3.336
65 H -21.543 17.743 2.635
66 H -20.475 12.627 1.411
67 H -21.389 13.486 2.648
68 H -19.595 13.053 2.939
69 C -25.069 12.736 -0.723
70 O -25.010 12.935 -2.116
71 P -25.176 11.749 -3.221
72 O -26.131 10.677 -3.067
73 O -23.674 11.271 -3.498
74 C -22.752 12.086 -4.306
75 O -25.496 12.685 -4.510
76 C -25.909 11.925 -5.677
77 H -24.015 12.556 -0.265
78 H -25.717 11.937 -0.419
79 H -25.595 13.651 -0.338
80 H -22.716 13.157 -4.016
81 H -23.156 12.063 -5.309
82 H -21.740 11.682 -4.255
83 H -25.517 10.934 -5.715
84 H -25.735 12.546 -6.585
85 H -27.022 11.849 -5.719
86 C -21.638 8.850 -3.572
87 O -22.665 8.785 -2.665
88 P -22.668 9.202 -1.224
89 O -21.814 10.360 -0.900
90 O -24.190 9.538 -0.975
91 C -25.160 8.464 -1.309
92 O -22.503 7.856 -0.349
93 C -21.972 7.856 1.002
94 H -20.781 8.272 -3.375
95 H -21.301 9.862 -3.620
96 H -22.028 8.530 -4.507
97 H -26.059 8.592 -0.729
98 H -24.707 7.568 -0.932
99 H -25.337 8.412 -2.371
100 H -22.281 6.934 1.520
101 H -22.429 8.642 1.578
102 H -20.847 7.847 0.947
103 C -25.808 19.729 0.954
104 O -24.990 19.069 1.939
105 H -25.578 20.798 0.939
106 H -25.669 19.261 0.009
107 H -26.812 19.660 1.276
108 H -24.114 18.866 1.569
109 C -23.791 13.110 4.369
110 O -24.666 13.765 3.417
111 H -24.294 12.589 5.231
112 H -23.125 12.427 3.862
113 H -23.153 13.840 4.911
114 H -25.381 14.114 3.878
115 C -18.167 17.461 3.292
116 O -18.099 18.267 4.465
117 H -17.648 16.525 3.478
118 H -19.160 17.234 3.026
119 H -17.679 17.879 2.372
120 H -17.407 17.846 5.011
121 C -21.685 20.126 -0.082
122 O -22.015 18.773 -0.392
123 H -21.030 20.182 0.807
124 H -21.056 20.588 -0.897
125 H -22.616 20.711 0.057
126 H -21.377 18.159 0.033
127 C -27.413 15.313 6.287
128 O -26.481 14.924 5.223
129 H -28.422 14.968 5.988
130 H -27.145 14.727 7.149
131 H -27.323 16.343 6.518
132 H -26.574 15.482 4.453
133 C -26.420 15.923 1.468
134 O -25.949 16.423 2.740
135 H -25.701 15.143 1.155
136 H -27.428 15.482 1.593
137 H -26.540 16.730 0.738
138 H -25.748 17.362 2.697
139 C -21.278 20.567 4.166
140 O -20.132 20.155 3.470
141 H -22.063 20.634 3.470
142 H -21.498 19.837 4.982
143 H -21.175 21.582 4.570
144 H -19.277 20.022 3.909
145 C -15.275 13.555 3.229
146 O -15.987 14.521 2.394
147 H -15.804 12.623 3.330
148 H -14.218 13.369 2.940
149 H -15.252 14.014 4.220
150 H -15.922 14.221 1.475

Mulliken population analysis, charges in e, atoms 1 to 6: C -0.116; O -0.453; P 0.236; O 0.353; O -0.519; C 0.061